This record from the Open Molecules 2025 dataset describes a molecular structure, C43H36BrF4N4O2PPrS2 at a distorted geometry. The level of theory is ωB97M-V/def2-TZVPD.

The calculation puts the HOMO energy (spin up / spin down) at -15.796 / -15.796 eV. For the energy above the lowest of the compared OMol25 structures with the same formula, charge and spin, the calculation gives 0.000 eV. As for the spin multiplicity: 3. The calculation puts the total energy at -181149.0874 eV. As for the total charge: +3. The value obtained for the gap between HOMO and LUMO (spin up / spin down) is 6.66 / 6.70 eV.

Geometry as XYZ:
```
94
Properties=species:S:1:pos:R:3:forces:R:3:mulliken_spin:R:1
Pr -0.131725 -0.200879 0.575447 0.513 -1.171 0.345 2.04
Br -2.238969 1.940021 1.449393 -0.064 0.046 -0.089 0.00
S 0.933005 -2.661636 -0.566973 -0.317 0.269 0.017 -0.01
S 2.742527 -0.346904 0.947502 -0.335 0.147 0.031 -0.01
P 0.730625 2.470936 -0.027335 0.101 1.244 0.387 0.00
F -3.491038 6.697462 -0.005985 -0.045 0.060 0.028 0.00
F -3.985775 4.268372 1.087104 -0.037 0.074 -0.044 0.00
F -0.993085 7.276987 -0.904218 -0.030 0.056 -0.014 0.00
F 0.932984 5.462088 -0.798594 -0.001 -0.002 -0.118 0.00
O -0.383817 -1.944578 2.588960 -0.172 -0.036 -0.192 0.00
O -4.544368 -3.718880 2.583494 0.022 0.016 -0.113 0.00
N 3.004287 -4.161734 0.115060 -0.105 0.585 0.079 0.00
N -2.318898 -3.383986 2.900738 0.045 0.091 0.200 0.00
N -2.268667 -0.975070 -0.461346 -0.161 -0.312 0.068 0.00
N 4.687213 -1.943903 0.153710 -0.612 -0.066 0.031 0.00
C 1.928750 3.418401 -3.783399 -0.060 -0.011 -0.021 0.00
C 5.340164 0.092301 -2.155508 -0.046 -0.110 -0.018 0.00
C 1.153264 3.123210 -2.676418 0.022 -0.058 0.107 0.00
C -3.780406 -3.323242 -0.399795 -0.001 0.050 0.013 0.00
C 2.110872 -6.226843 3.675094 0.010 0.054 0.002 0.00
C 5.657164 -0.831325 0.158155 0.329 0.278 -0.288 0.00
C -3.312073 -2.751341 0.779529 -0.041 0.126 0.152 0.00
C 3.928490 3.080102 -2.482118 0.021 0.064 -0.002 0.00
C 1.695228 -8.223726 2.407879 0.007 -0.009 -0.038 0.00
C 5.755818 0.268626 -3.466052 -0.019 -0.016 0.014 0.00
C 5.207331 -3.253232 -0.249058 0.011 -0.303 -0.110 0.00
C -2.548079 5.790808 0.023508 0.120 -0.024 -0.004 0.00
C -1.807166 3.576831 0.555660 0.097 -0.043 -0.021 0.00
C -2.801904 4.534683 0.562322 0.010 -0.207 0.098 0.00
C -1.275275 6.080114 -0.444796 -0.003 -0.051 0.028 0.00
C 6.145761 -0.600260 -1.256335 -0.002 -0.094 0.114 0.00
C 2.245507 -5.507404 2.493835 -0.066 0.027 0.014 0.00
C 3.160526 2.786888 -1.364409 -0.124 0.073 0.009 0.00
C 2.237451 -5.392235 -0.045381 -0.236 -0.446 0.040 0.00
C -0.985411 -3.288547 2.425058 -0.195 -0.024 -0.002 0.00
C 1.771783 2.845140 -1.455618 -0.011 -0.291 0.052 0.00
C 3.314509 3.412148 -3.680702 0.030 0.032 -0.031 0.00
C 2.492639 3.914027 1.635004 -0.012 -0.017 0.077 0.00
C 2.497411 -2.952902 0.027774 0.000 -0.608 -0.287 0.00
C 7.371815 -1.105461 -1.674376 0.019 0.040 0.064 0.00
C 4.418069 -4.313743 0.473209 0.352 0.131 0.142 0.00
C 1.631411 2.824846 1.519180 -0.046 -0.159 -0.175 0.00
C -3.493206 -3.343733 2.152538 0.080 -0.080 -0.097 0.00
C 3.397434 -1.794490 0.350699 0.553 0.331 -0.025 0.00
C 2.700363 3.498811 3.996850 0.006 -0.005 -0.018 0.00
C 3.029709 4.240731 2.871246 0.015 0.047 -0.059 0.00
C -0.535239 3.808957 0.035642 0.027 -0.122 -0.182 0.00
C 7.786907 -0.927986 -2.986325 0.017 -0.004 -0.012 0.00
C 2.110478 -6.145582 1.266012 0.067 0.127 0.039 0.00
C 6.975567 -0.247997 -3.882820 0.032 -0.007 -0.033 0.00
C 1.831031 -7.584266 3.632092 0.018 0.001 0.070 0.00
C -0.286451 5.104319 -0.413433 -0.004 -0.189 0.109 0.00
C -3.498119 -2.683448 -1.598521 -0.026 -0.031 0.076 0.00
C 1.843588 -7.509531 1.228780 -0.034 0.004 -0.042 0.00
C 1.321724 2.069135 2.655699 0.148 0.167 -0.295 0.00
C -2.636764 -1.554851 0.693977 -0.190 0.131 -0.315 0.00
C 1.847488 2.409425 3.889991 -0.061 -0.173 0.161 0.00
C -2.706726 -1.544343 -1.593396 0.084 0.030 -0.166 0.00
H 0.654725 1.199624 2.597241 0.004 0.191 0.206 0.00
H 5.132934 0.813685 -4.163788 -0.009 -0.015 0.006 0.00
H 8.745817 -1.312869 -3.306229 -0.007 0.000 0.005 0.00
H 2.479494 -4.446917 2.541405 -0.050 -0.029 0.044 0.00
H 2.756101 -6.023547 -0.769067 0.041 0.117 -0.074 0.00
H -4.350190 -4.243894 -0.374504 -0.008 0.003 0.020 0.00
H 1.748278 -8.017669 0.275841 0.017 -0.010 0.011 0.00
H 6.257264 -3.313494 0.027406 0.004 0.074 0.040 0.00
H 3.696362 5.088732 2.955171 -0.006 -0.007 0.017 0.00
H 6.485152 -1.098729 0.814973 -0.083 -0.097 0.052 0.00
H 7.298134 -0.115374 -4.906886 0.006 0.018 0.012 0.00
H 1.264058 -5.147316 -0.459766 0.005 0.043 -0.017 0.00
H -0.274236 -1.822057 3.539311 0.138 0.227 0.070 0.00
H -0.925375 -3.490134 1.362447 0.045 -0.010 -0.042 0.00
H 4.539441 -4.214665 1.554933 -0.033 -0.059 -0.032 0.00
H 0.071454 3.128291 -2.753284 -0.005 0.081 -0.036 0.00
H 4.752752 -5.308791 0.191651 -0.090 -0.026 -0.059 0.00
H 2.247335 -5.730040 4.627669 -0.018 -0.023 -0.012 0.00
H 1.591393 1.837399 4.772219 0.014 -0.010 -0.017 0.00
H 8.019140 -1.615117 -0.968760 0.002 -0.004 -0.017 0.00
H 1.452009 3.664015 -4.722810 0.019 0.000 -0.003 0.00
H -2.414199 -1.069206 -2.521246 0.026 -0.013 0.008 0.00
H 5.008324 3.056738 -2.411452 -0.025 0.033 -0.004 0.00
H 2.733501 4.511089 0.765838 -0.002 0.034 0.001 0.00
H 3.915718 3.674811 -4.541228 0.007 -0.027 0.000 0.00
H -2.467649 -3.737389 3.837052 -0.001 -0.062 0.000 0.00
H 5.141618 -3.364572 -1.334193 0.005 0.065 0.001 0.00
H 1.490809 -9.285068 2.367441 -0.005 0.007 0.012 0.00
H 3.635214 2.535328 -0.423868 0.043 0.035 -0.018 0.00
H 3.107439 3.770166 4.961382 -0.005 -0.008 0.003 0.00
H 5.168042 0.050367 0.554277 -0.029 -0.009 0.070 0.00
H -2.419973 -1.018235 1.621532 0.152 -0.099 -0.043 0.00
H -3.860536 -3.079976 -2.536489 0.022 0.009 -0.012 0.00
H 4.387727 0.498390 -1.829966 0.042 -0.051 -0.011 0.00
H -0.350843 -3.995057 2.951573 0.095 0.005 0.083 0.00
H 1.739034 -8.144629 4.552838 -0.011 -0.011 -0.023 0.00
```
Positions in Å, forces in eV/Å.